Density functional theory data (wB97M-V/def2-TZVPD) for C34H30N3O4PtS3Se2 as an isolated structure at a distorted geometry.

Geometry as XYZ:
```
77
Properties=species:S:1:pos:R:3
Pt -0.4972 -1.1321 -0.0372
C -4.3323 -0.5548 1.7972
C -3.0458 -0.2519 1.0729
N -2.0780 -1.1263 1.1211
N -2.2646 -2.2086 1.9941
C -1.5428 -3.2314 1.7072
S -0.4488 -3.3480 0.3991
S -1.6393 -4.6044 2.8468
C -0.6252 -3.8584 4.1890
C 0.7058 -3.3538 3.7101
C 0.8951 -1.9963 3.4817
C 2.0676 -1.5314 2.8996
C 3.0719 -2.4237 2.5615
C 2.9031 -3.7801 2.8150
C 1.7253 -4.2417 3.3783
C -2.9345 1.0280 0.3760
C -4.0639 1.8795 0.3817
C -4.0579 3.1381 -0.1603
C -2.8773 3.6103 -0.7485
C -1.7567 2.8282 -0.7734
C -1.7357 1.5160 -0.2274
O -0.6111 0.8757 -0.2939
H -4.3136 -1.5509 2.2171
H -5.1588 -0.4775 1.0913
H -4.5071 0.1667 2.5967
H -0.5143 -4.6606 4.9196
H -1.2080 -3.0540 4.6349
H 0.0945 -1.3018 3.7096
H 2.1780 -0.4782 2.6738
H 3.9733 -2.0667 2.0798
H 3.6839 -4.4816 2.5462
H 1.5746 -5.3052 3.5284
H -4.9796 1.5343 0.8370
H -4.9498 3.7496 -0.1333
H -2.8481 4.5979 -1.1945
H -0.8469 3.1787 -1.2406
Se 1.7256 2.6890 0.5199
C 2.5361 4.4205 0.3871
C 3.8602 4.6121 0.7512
C 4.4093 5.8820 0.6299
N 3.7414 6.9380 0.1755
C 2.4682 6.7409 -0.1708
C 1.8240 5.5181 -0.0811
H 4.4618 3.7827 1.0986
H 5.4463 6.0515 0.9007
H 1.9341 7.6106 -0.5393
H 0.7888 5.4141 -0.3796
C 4.5779 -6.7908 -2.4395
C 3.7966 -5.5035 -2.4288
C 3.1251 -5.0816 -1.2875
C 2.4166 -3.8881 -1.2726
C 2.3639 -3.1060 -2.4146
C 3.0428 -3.5023 -3.5586
C 3.7486 -4.6944 -3.5619
S 1.4230 -1.5907 -2.4378
O 0.0572 -1.9489 -2.7741
O 2.1040 -0.7464 -3.3947
O 1.5049 -1.0902 -1.0210
H 4.3393 -7.4021 -1.5692
H 5.6534 -6.5983 -2.4276
H 4.3610 -7.3760 -3.3347
H 3.1535 -5.6925 -0.3916
H 1.9269 -3.5573 -0.3675
H 3.0124 -2.8667 -4.4334
H 4.2765 -5.0011 -4.4586
Se 1.7248 2.1406 -1.7716
C 3.5541 2.6173 -2.0925
C 3.9138 3.9028 -2.4795
C 5.2490 4.2135 -2.7017
C 6.2232 3.2381 -2.5473
C 5.8625 1.9473 -2.1792
C 4.5304 1.6342 -1.9536
H 3.1481 4.6579 -2.6035
H 5.5253 5.2203 -2.9894
H 7.2643 3.4811 -2.7213
H 6.6198 1.1806 -2.0729
H 4.2307 0.6314 -1.6755
```

## Properties
- Charge: -1
- Total energy: -7895.72765 hartree
- Kohn-Sham gap: 7.530 eV
- E_LUMO: 2.280 eV
- Energy above the lowest of the compared OMol25 structures with the same formula, charge and spin: 0.080 eV
- Strongest force on any atom: 1.0 eV/A